(1)
Here is 23 unconnected molecules or ions with the total composition C23H73ClFN2O24PS in a non-equilibrium geometry from the OMol25 dataset. Energies are from ωB97M-V/def2-TZVPD.

```
! RIJCOSX wB97M-V def2-TZVPD def2/J DEFGRID3
* xyz 0 1
Cl -5.30203 3.71909 -0.58750
S 0.31518 2.57339 4.21319
P -5.06491 1.98908 0.62635
F 0.84527 3.57466 1.38760
O 5.59731 0.59477 0.93823
O 3.31797 -3.78333 6.16426
O -6.58987 -5.55670 -4.68285
O -2.94787 -0.79200 -3.55730
O 4.22270 -2.84167 -0.00316
O -10.76002 1.83266 -4.22444
O -4.29644 -4.76736 -3.01235
O -1.45628 -6.01023 0.74136
O -0.50182 -8.59770 -0.66440
O 4.90074 -2.75578 -3.20739
O -8.45805 2.25941 -2.24988
O 6.82338 3.66125 -3.31082
O 6.99886 6.35644 -1.34720
O -9.44218 5.86267 -9.02317
O 3.84610 3.80057 1.34617
O 8.67092 0.16867 1.42215
O -3.26595 -1.04628 4.35028
O -6.36423 1.91381 1.69268
O -3.90288 -2.53557 0.10885
O 7.66550 -2.04363 4.45014
O -9.61496 3.43162 -6.77264
O -5.01017 4.47322 4.93212
O 8.27742 2.22979 -0.76989
O 0.29460 1.87101 -2.60458
N 5.17561 1.16347 -2.15069
N 0.28759 2.27510 1.22934
C 2.77100 -0.61249 1.82920
C -3.82822 -3.95687 0.00668
C -2.96157 -0.39446 -0.34648
C 1.90571 0.38520 1.16648
C -3.64759 2.40177 3.08778
C 3.75905 0.67058 -2.21057
C -2.23736 2.18060 1.03489
C -1.70358 0.44848 -0.71567
C -2.08149 1.99772 -0.51235
C -2.47568 2.52879 3.88689
C 4.71744 -3.61083 3.06826
C -3.53289 2.20961 1.68126
C 2.85217 -0.55251 3.24683
C 3.02537 1.28859 -0.94918
C 1.30411 1.33436 3.34677
C 2.13014 0.42425 4.03054
C 3.71041 -1.55631 4.09241
C -1.21385 2.46583 3.25536
C 4.74776 -2.26556 3.18584
C 1.15750 1.33493 1.90402
C -2.71565 -1.92752 -0.42635
C -1.03871 2.30619 1.82201
C 1.83176 0.36342 -0.40242
H 3.75478 -0.43816 -2.23644
H 2.69600 2.33884 -1.10619
H -1.89661 -2.15989 0.29761
H -3.87657 -1.03886 -3.48013
H -9.89255 3.34042 -5.85161
H -3.22221 -4.39153 0.83434
H -1.05117 -6.71147 0.21520
H -1.40810 0.25424 -1.76764
H -5.15632 -4.46814 -2.69672
H 7.29339 -1.46586 5.12483
H -2.64818 -1.24844 -4.35100
H 3.29194 -1.33524 1.17722
H 5.16359 -1.83196 -3.27371
H -2.54988 2.67085 4.97989
H 6.42374 2.79019 -3.19287
H 5.46461 -1.62203 2.63522
H -2.97663 -0.13150 4.25439
H 3.75359 1.32885 -0.10938
H -3.57345 -1.10225 5.26133
H 6.46479 1.00260 1.07035
H -4.82818 -4.44008 0.04482
H -4.42971 -4.89304 -3.95810
H 1.93456 -0.67708 -0.77969
H 9.44377 0.73827 1.51788
H -10.13953 1.83706 -3.48284
H -10.37458 5.62987 -8.95099
H -0.87906 0.17551 -0.02471
H -7.58025 2.63552 -2.12119
H 4.98047 -2.25858 0.14194
H 2.91068 3.55950 1.38169
H 7.43247 3.73811 -2.56601
H 5.54999 0.71811 -1.31257
H -1.17553 -6.20120 1.64258
H -4.61063 2.44182 3.62659
H -6.05986 1.65856 2.58005
H -1.43196 -8.84234 -0.59222
H -11.18531 0.97126 -4.17039
H -3.34754 -0.20206 0.67676
H -3.03979 2.26688 -0.99205
H -5.39083 4.61152 4.05716
H 7.56217 1.66464 -1.08324
H 2.21765 0.46167 5.12744
H 8.99398 -0.70470 1.67327
H 4.55962 -3.72034 0.20111
H -7.54116 -5.70066 -4.73079
H 5.14128 0.74064 1.77751
H -1.23819 2.63064 -0.84124
H 7.81334 5.96822 -1.01088
H -4.22293 5.02924 4.93440
H 4.17745 3.35130 0.56061
H 5.11176 -4.05087 2.13529
H -8.88070 2.35289 -1.38861
H -9.30596 4.34282 -6.83921
H 6.99201 -2.72492 4.32663
H 1.08351 2.42532 -2.62872
H 4.17097 -3.36410 6.32366
H 0.88358 0.79029 -0.75951
H 3.34628 1.10122 -3.15180
H -3.77284 -0.06407 -1.03744
H -9.15713 5.43632 -9.83821
H 5.69466 0.87981 -2.98134
H 4.20449 -1.02367 4.93181
H 4.57477 -2.84567 -2.30254
H -6.23627 -6.41360 -4.41775
H 3.02110 -2.35741 4.43105
H 8.62227 1.76239 0.00068
H -0.20434 -9.04002 -1.46656
H 4.27159 -4.22205 3.87199
H -2.51705 -2.28931 -1.45550
H 2.82434 -3.62624 6.97711
H -0.10973 2.00580 -3.46986
H -3.30267 -4.21638 -0.93789
H 6.65086 5.68841 -1.95157
*
```

The calculation puts the HOMO energy at -8.353 eV. Its gap between HOMO and LUMO is 8.19 eV. For the total energy, the calculation gives -4134.90074 Ha.


(2)
Here is C15H13ClN2O2S in the gas phase from the OMol25 dataset. Energies are from ωB97M-V/def2-TZVPD.

```
! RIJCOSX wB97M-V def2-TZVPD def2/J DEFGRID3
* xyz 0 1
Cl -7.13482 0.84397 -0.39849
S 4.99709 -0.48942 -0.62093
O -0.58492 1.55546 0.30033
O -1.64267 -2.83716 -0.26636
N -1.41419 -0.56445 -0.01077
N 1.66229 0.02909 1.39638
C 3.05580 -0.38225 1.40591
C 0.92485 -0.36178 0.21750
C -2.78849 -0.22324 -0.10692
C 4.56000 1.98532 -1.10163
C -4.92399 -0.49323 -1.16582
C 3.80824 0.33601 0.33302
C -0.95139 -1.87134 -0.09510
C -3.33444 0.70236 0.77402
C 3.68919 1.63726 -0.04378
C -0.41227 0.37521 0.18665
C 0.54890 -1.84634 0.08949
C 5.32631 0.94506 -1.51228
C -3.58330 -0.81775 -1.07926
C -4.67231 1.03624 0.68024
C -5.46185 0.43405 -0.28699
H 0.79721 -2.40892 0.99265
H 6.07066 0.92184 -2.28288
H 2.99173 2.31315 0.41564
H 1.50959 -0.02027 -0.64493
H 3.46434 -0.10855 2.38463
H 1.02952 -2.34807 -0.75043
H -3.15951 -1.53898 -1.75883
H -5.54800 -0.95453 -1.91455
H 3.19227 -1.46943 1.27542
H -2.71453 1.16809 1.52266
H -5.10187 1.75686 1.35773
H 4.61107 2.96878 -1.53298
H 1.18949 -0.27306 2.24063
*
```

The calculation puts the HOMO energy at -8.968 eV. Its gap between HOMO and LUMO is 9.49 eV. For the total energy, the calculation gives -1697.80507 Ha.